Below is the molecule C15H22O5 at a distorted geometry, with properties calculated with wB97M-V/def2-TZVPD.

Calculated values
Relative energy (zero: lowest compared OMol25 entry of this formula, charge and spin) = 3.613 eV
Net charge = 0
Highest occupied orbital energy = -9.36 eV
2S+1 = 1
Orbital gap = 10.2 eV
SMILES = COC(C[C@@H]1O[C@H]1[C@@H](O)COCc1ccccc1)OC
DFT total energy = -26147.1173 eV

Cartesian coordinates (Å):
C1 2.153 -1.970 -3.428
H1 2.404 -2.927 -3.880
H2 2.763 -1.177 -3.873
H3 1.094 -1.747 -3.598
O1 2.415 -2.103 -2.049
C2 2.202 -0.934 -1.313
C3 2.116 -1.341 0.166
C4 0.729 -1.815 0.558
C5 -0.425 -0.915 0.511
H4 -0.284 0.092 0.131
C6 -1.589 -1.074 1.479
O2 -1.916 -2.429 1.652
H5 -1.754 -2.868 0.803
C7 -1.226 -0.502 2.863
O3 -0.775 0.825 2.856
C8 -1.773 1.816 2.676
C9 -2.089 2.099 1.227
C10 -1.061 2.461 0.364
C11 -1.319 2.702 -0.973
C12 -2.612 2.594 -1.460
C13 -3.643 2.246 -0.604
C14 -3.382 1.996 0.733
H6 -4.190 1.720 1.397
H7 -4.652 2.164 -0.978
H8 -2.815 2.783 -2.503
H9 -0.512 2.977 -1.636
H10 -0.057 2.548 0.754
H11 -1.356 2.719 3.136
H12 -2.686 1.536 3.219
H13 -2.098 -0.620 3.520
H14 -0.400 -1.091 3.271
H15 -2.455 -0.529 1.067
O4 -0.263 -1.944 -0.428
H16 0.711 -2.607 1.303
H17 2.833 -2.146 0.332
H18 2.385 -0.483 0.786
O5 3.182 0.042 -1.566
C15 4.510 -0.349 -1.270
H19 5.154 0.374 -1.767
H20 4.715 -1.352 -1.653
H21 4.701 -0.327 -0.192
H22 1.268 -0.443 -1.632

Okay, here come the Löwdin numbers, in e, for every atom: number 1, C, carries -0.07; number 2, H, carries 0.09; number 3, H, carries 0.09; number 4, H, carries 0.09; number 5, O, carries -0.13; number 6, C, carries -0.42; number 7, C, carries -0.04; number 8, C, carries -0.22; number 9, C, carries -0.19; number 10, H, carries 0.14; number 11, C, carries -0.31; number 12, O, carries 0.00; number 13, H, carries 0.10; number 14, C, carries -0.15; number 15, O, carries -0.12; number 16, C, carries -0.16; number 17, C, carries -0.22; number 18, C, carries -0.05; number 19, C, carries -0.08; number 20, C, carries -0.09; number 21, C, carries -0.08; number 22, C, carries -0.05; number 23, H, carries 0.11; number 24, H, carries 0.10; number 25, H, carries 0.10; number 26, H, carries 0.11; number 27, H, carries 0.12; number 28, H, carries 0.13; number 29, H, carries 0.13; number 30, H, carries 0.13; number 31, H, carries 0.14; number 32, H, carries 0.14; number 33, O, carries 0.01; number 34, H, carries 0.16; number 35, H, carries 0.13; number 36, H, carries 0.13; number 37, O, carries -0.13; number 38, C, carries -0.09; number 39, H, carries 0.09; number 40, H, carries 0.09; number 41, H, carries 0.09; number 42, H, carries 0.16